2 unconnected molecules or ions with the total composition C22H26O4 in a non-equilibrium geometry. Source: OMol25; level of theory: ωB97M-V/def2-TZVPD.

The geometry in XYZ format:
```
52
Properties=species:S:1:pos:R:3:mulliken_charge:R:1
C 1.741 0.314 2.124 -1.5957
C 0.920 -0.799 1.600 1.5002
C 1.539 -1.751 0.650 -1.4955
C -0.280 -1.155 2.283 0.7940
C -1.044 -2.307 1.929 -0.1601
C -2.234 -2.614 2.573 -0.8747
C -2.695 -1.815 3.627 -0.3812
C -1.963 -0.688 4.017 -0.7954
C -0.777 -0.367 3.368 -0.3472
H 1.133 1.217 2.243 0.3962
H 2.178 0.079 3.113 0.4329
H 2.530 0.567 1.413 0.2942
H 0.810 -2.118 -0.084 0.2294
H 2.345 -1.255 0.099 0.3210
H 1.955 -2.636 1.168 0.4271
H -0.679 -2.959 1.132 0.2846
H -2.798 -3.492 2.250 0.3827
H -3.622 -2.071 4.142 0.3951
H -2.307 -0.053 4.838 0.3954
H -0.222 0.523 3.680 0.2654
C -0.529 -2.585 -3.826 -1.2718
C -1.124 -2.084 -2.545 -0.0282
O -0.281 -0.982 -2.143 -0.1812
C -0.759 -0.353 -1.052 0.1591
C 0.068 0.745 -0.563 1.0241
C 1.357 1.017 -1.240 -0.9822
O 2.401 1.239 -0.621 -0.6553
O 1.354 0.981 -2.582 -0.3200
C 2.627 1.328 -3.191 -0.2262
C 2.663 0.674 -4.540 -1.1638
C -0.500 1.763 0.251 1.8341
C 0.255 2.923 0.616 -0.3782
C -0.281 3.890 1.464 -0.7513
C -1.567 3.739 1.991 -0.5070
C -2.314 2.599 1.674 -0.7627
C -1.807 1.640 0.807 -0.6921
O -1.784 -0.786 -0.517 -0.7032
H -1.090 -3.449 -4.191 0.4353
H -0.565 -1.809 -4.597 0.2889
H 0.514 -2.888 -3.690 0.2654
H -2.154 -1.731 -2.690 0.2925
H -1.113 -2.847 -1.755 0.2113
H 2.680 2.422 -3.252 0.2828
H 3.440 0.960 -2.559 0.3067
H 3.551 0.998 -5.092 0.4109
H 2.729 -0.414 -4.427 0.2532
H 1.775 0.913 -5.131 0.2925
H 1.275 3.012 0.236 0.3818
H 0.319 4.767 1.706 0.3793
H -1.981 4.498 2.652 0.3920
H -3.310 2.446 2.092 0.4242
H -2.380 0.752 0.550 0.5203
```

Its net charge is 0. The energy relative to the best compared isomer or geometry (same formula, charge and spin) is 211.9 kJ/mol. Its total energy is -31424.3881 eV. The value obtained for the highest occupied orbital energy is -6.85 eV. For the gap between HOMO and LUMO, the calculation gives 5.41 eV.